Molecular formula: C8H9N3S
Method: DFT, the ωB97M-V functional and the def2-TZVPD basis

Results
**HOMO level**: -16.739 eV
**DFT total energy**: -23730.314 eV
**Total charge**: +2
**Molar mass**: 179.25 g mol⁻¹
**ΔE to the lowest compared entry with this formula, charge and spin**: 0.0 kcal per mole
**Gap between HOMO and LUMO**: 8.12 eV

Each atom is followed by the atoms it is bonded to, with distances in Å.
Geometry (Å):
1 H 1.348 -3.032 0.422  C12 1.057
2 H -3.341 -1.235 -0.391  C14 1.138
3 C 1.001 2.602 -0.057  H4 1.073, N9 1.322, C17 1.417
4 H 1.331 3.618 -0.163  C3 1.073
5 C 0.241 0.036 0.215  C10 1.353, C11 1.514, C19 1.414
6 H 0.068 -1.735 1.577  C11 1.176
7 N -2.077 0.477 -0.007  C10 1.458, C14 1.286, H16 0.938
8 N -1.361 -1.706 -0.089  C11 1.457, H13 0.998, C14 1.343
9 N 1.923 1.656 -0.006  C3 1.322, H18 0.990, C19 1.367
10 C -0.710 0.982 0.034  C5 1.353, N7 1.458, C17 1.401
11 C -0.033 -1.434 0.445  C5 1.514, H6 1.176, N8 1.457, C12 1.641
12 C 1.257 -2.200 -0.222  H1 1.057, C11 1.641, S15 1.850, H21 1.132
13 H -1.492 -2.669 0.135  N8 0.998
14 C -2.328 -0.776 -0.148  H2 1.138, N7 1.286, N8 1.343
15 S 2.687 -1.031 -0.108  C12 1.850, C19 1.738
16 H -2.772 1.106 0.017  N7 0.938
17 C -0.392 2.342 -0.079  C3 1.417, C10 1.401, H20 1.021
18 H 2.845 1.891 -0.280  N9 0.990
19 C 1.620 0.327 0.091  C5 1.414, N9 1.367, S15 1.738
20 H -1.096 3.079 -0.038  C17 1.021
21 H 1.280 -2.298 -1.350  C12 1.132